Density functional theory data (ωB97M-V with the def2-TZVPD basis set) for a molecular structure, C13H34ClIN3OP2Tb at a distorted geometry.

Energy relative to the best compared isomer or geometry (same formula, charge and spin) ... 68.96 kcal per mole
Charge ... +2
Expectation value of S² ... 13.042
2S+1 ... 7
Frontier orbital gap (alpha / beta) ... 7.04 / 6.66 eV

Atoms and positions in Å:
1 C 0.1737 -0.2219 -4.8530
2 C 0.3687 -0.3252 -3.4380
3 H 0.2151 0.8418 -5.0838
4 H -0.7797 -0.6450 -5.1774
5 H 0.9969 -0.7421 -5.3313
6 O 0.5424 0.6194 -2.6948
7 I 0.9054 -4.1401 -2.4948
8 Tb -1.0333 -1.1524 1.0896
9 P 2.7013 -0.7650 -0.8605
10 C 3.9009 0.2761 0.0542
11 C 3.6325 -2.3497 -0.8830
12 H 4.6909 -2.1350 -1.0935
13 H 4.3138 -0.3456 -2.5737
14 H 3.1999 -3.0123 -1.6582
15 H 2.7825 -0.9564 -3.2628
16 H 3.8920 0.0027 1.1163
17 H 3.4809 -2.8260 0.0843
18 C 3.2333 -0.2726 -2.5452
19 H 4.9053 0.1165 -0.3799
20 H 2.8823 0.7423 -2.7252
21 H 3.5938 1.3282 -0.0481
22 P -2.9005 -0.6867 -0.8397
23 C -4.1156 0.3542 0.0518
24 C -3.1904 -0.2537 -2.5837
25 H -3.0910 -3.0268 -1.5315
26 H -4.6790 -2.3042 -1.1024
27 H -3.5316 -2.8405 0.1865
28 C -3.6212 -2.3872 -0.8113
29 H -2.7183 -0.9860 -3.2554
30 H -4.2754 -0.2530 -2.7575
31 H -5.1200 0.2148 -0.3833
32 H -3.8165 1.4073 -0.0540
33 H -2.7759 0.7471 -2.7788
34 H -4.1419 0.1255 1.1260
35 Cl -0.1452 -1.8559 -2.6954
36 C 0.0792 3.6596 1.8265
37 N 0.1068 2.3664 2.5576
38 C 0.0618 2.4154 4.0273
39 C -0.0234 1.2063 1.9370
40 N -0.2389 0.9303 0.6282
41 N -0.0543 0.0154 2.7723
42 C 1.2320 -0.4069 3.4033
43 C -1.4304 -0.3749 3.4261
44 H 0.0903 4.4211 2.6299
45 H -0.8320 3.8691 1.2362
46 H 0.9701 3.8743 1.2068
47 H -0.8310 1.9072 4.3971
48 H 0.9667 1.9732 4.4489
49 H 0.0068 3.4727 4.2737
50 H 0.0431 1.5811 -0.0917
51 H 1.2214 -0.3133 4.4983
52 H 1.3720 -1.4800 3.1784
53 H 2.0833 0.1662 2.9735
54 H -2.1490 0.4413 3.3064
55 H -1.2299 -0.6547 4.4789
56 H -1.9206 -1.3621 3.0727